C4H15N2S | ωB97M-V/def2-TZVPD

Each line ends with the Löwdin charge.
CARTESIAN COORDINATES (ANGSTROEM)
S (-0.037091, 0.206151, 2.492651)  0.737
N (0.831831, 1.527138, -0.416290)  0.176
N (-0.227584, -0.529730, -3.379179)  0.016
C (0.693439, -1.298349, 1.783508)  -0.409
C (-0.434754, 0.321943, -2.206126)  -0.266
C (-1.385269, -0.542293, 3.424725)  -0.393
C (0.904866, 0.912416, -1.805138)  -0.135
H (-0.625135, -0.085923, -4.203440)  0.085
H (-0.837388, -0.264212, -1.375902)  0.117
H (-2.150366, -0.935983, 2.761239)  0.042
H (0.016660, -1.770811, 1.073604)  0.040
H (0.095961, 2.226945, -0.330704)  0.166
H (1.626134, -1.031683, 1.301108)  0.026
H (0.908597, -2.010114, 2.579991)  0.046
H (1.708072, 1.988647, -0.162006)  0.173
H (1.707362, 0.179189, -1.783572)  0.131
H (1.242219, 1.698607, -2.476014)  0.132
H (-1.143427, 1.122839, -2.401230)  0.120
H (-0.984122, -1.356967, 4.028074)  0.046
H (-1.821422, 0.219935, 4.063241)  0.040
H (0.661347, 0.812530, 0.302382)  0.033
H (-0.749936, -1.390278, -3.270931)  0.079

Atoms 1-2, force components in eV/Å:
S 0.3 -0.2 0.0
N 0.4 0.0 -0.3

The HOMO energy comes out at -12.37 eV. The value obtained for the LUMO energy is -0.1206 Eh. The calculation puts the energy relative to the best compared isomer or geometry (same formula, charge and spin) at 77.27 kJ/mol. The energy comes out at -18200.236 eV. As for the net charge: +1. The spin multiplicity is 1.